The following is a quantum chemistry calculation of a 2-piece molecular cluster, CH3F2NO overall at a distorted geometry, from OMol25.

Each line ends with the Mulliken charge.
Element x y z (Å)
1 O 0.942153 1.909002 -0.952616  -0.384
2 C 1.183860 0.744044 -1.032647  0.664
3 F 2.002236 0.088839 -0.238164  -0.145
4 F 0.653333 -0.145604 -1.839127  -0.145
5 N -0.981673 -0.849596 0.985261  -0.635
6 H -1.799542 -1.390722 0.870106  0.223
7 H -1.212131 -0.251650 1.847867  0.236
8 H -0.788237 -0.104313 0.359321  0.186

Forces on the atoms, in the same order (eV/Å):
O 0.275 -1.972 -0.509
C -0.197 1.248 0.856
F 0.109 0.229 -0.152
F -0.069 0.458 -0.240
N 0.819 1.712 3.730
H -0.952 -0.291 -1.052
H 0.587 -1.472 -1.234
H -0.572 0.087 -1.399

The largest force on an atom comes out at 4.2 eV/A. The calculation puts the lowest unoccupied orbital energy at 0.696 eV. For the energy relative to the best compared isomer or geometry (same formula, charge and spin), the calculation gives 1.1247 eV. As for the molar mass: 83.04 g mol⁻¹. The HOMO energy comes out at -0.3834 hartree. Its structure (SMILES) is O=C(F)F.N. The calculation puts the orbital gap at 11.13 eV.

The following is a quantum chemistry calculation of one molecule with the formula CH3F2NS at a distorted geometry, from OMol25.

Each line ends with the Mulliken charge.
Element x y z (Å)
1 C -0.090561 -1.053950 -0.113537  -0.558
2 N -0.327527 -0.181697 -1.228976  -0.335
3 F 1.344250 1.483513 0.129583  -0.206
4 F -0.705989 1.720695 1.292014  -0.223
5 S -0.234738 1.715746 -0.328761  0.513
6 H 0.727932 -0.574705 0.428669  0.306
7 H 0.316031 -1.958654 -0.642364  0.290
8 H -1.029398 -1.150948 0.463371  0.214

Forces on the atoms, in the same order (eV/Å):
C 0.558 0.615 -0.754
N -0.687 4.254 1.093
F -1.431 0.632 -0.184
F 0.506 0.066 -1.978
S 1.025 -4.247 0.243
H -0.007 -0.931 0.783
H -0.662 0.346 0.823
H 0.698 -0.735 -0.025

The largest force on an atom comes out at 4.4 eV/A. The calculation puts the lowest unoccupied orbital energy (spin up / spin down) at -1.046 / -1.065 eV. For the energy relative to the best compared isomer or geometry (same formula, charge and spin), the calculation gives 3.5531 eV. As for the molar mass: 99.11 g mol⁻¹. The HOMO energy (spin up / spin down) comes out at -0.3422 / -0.3128 hartree. The calculation puts the orbital gap (spin up / spin down) at 8.26 / 7.45 eV.

The following is a quantum chemistry calculation of a 2-piece molecular cluster, CH3F2OP overall at a distorted geometry, from OMol25.

Each line ends with the Mulliken charge.
Element x y z (Å)
1 C 1.088744 0.332088 -0.166451  -0.541
2 O 0.221016 1.121795 0.557348  -0.553
3 F -1.983509 -0.785679 1.423640  -0.188
4 F -1.609390 -1.095321 -0.777626  -0.188
5 P -1.898941 0.167437 0.146774  0.731
6 H 2.252244 0.410658 0.198270  0.210
7 H 1.107002 0.609257 -1.172316  0.308
8 H 0.822836 -0.760235 -0.209637  0.221

Forces on the atoms, in the same order (eV/Å):
C 2.536 -1.497 1.199
O -3.479 -1.587 -0.168
F 0.022 1.210 -0.274
F 0.261 1.175 -0.206
P 2.843 -0.531 1.299
H -2.800 -0.119 -0.423
H 0.209 0.712 -1.954
H 0.406 0.639 0.527

The largest force on an atom comes out at 3.8 eV/A. The calculation puts the lowest unoccupied orbital energy at -0.937 eV. For the energy relative to the best compared isomer or geometry (same formula, charge and spin), the calculation gives 2.9898 eV. As for the molar mass: 100.00 g mol⁻¹. The HOMO energy comes out at -0.3513 hartree. The calculation puts the orbital gap at 8.62 eV.

The following is a quantum chemistry calculation of a 2-piece molecular cluster, CH3F2OPS overall at a distorted geometry, from OMol25.

Each line ends with the Mulliken charge.
Element x y z (Å)
1 F -3.688107 -0.144361 2.252041  -0.260
2 P -2.079746 0.055810 2.222007  0.556
3 F -2.036872 -0.488591 3.769652  -0.276
4 S -1.925658 2.036808 2.515699  -0.218
5 H -1.191931 2.302914 1.419884  0.195
6 C 0.758770 -2.096303 -0.268403  -0.057
7 O 1.056479 -0.921213 -0.233474  -0.369
8 H 0.639225 -2.769188 0.738813  0.212
9 H 0.599777 -2.595344 -1.329476  0.218

Forces on the atoms, in the same order (eV/Å):
F 0.464 0.354 -0.614
P -1.089 -2.438 0.941
F 0.679 0.634 -0.916
S -0.014 1.786 0.520
H -0.020 -0.365 0.054
C 0.071 -0.179 -0.051
O -0.443 -1.599 0.293
H 0.201 1.362 -2.215
H 0.151 0.444 1.988

The largest force on an atom comes out at 2.8 eV/A. The calculation puts the lowest unoccupied orbital energy at 0.604 eV. For the energy relative to the best compared isomer or geometry (same formula, charge and spin), the calculation gives 1.7828 eV. As for the molar mass: 132.07 g mol⁻¹. The HOMO energy comes out at -0.3783 hartree. Its structure (SMILES) is FP(F)S.C=O. The calculation puts the orbital gap at 10.90 eV.

The following is a quantum chemistry calculation of one molecule with the formula CH3F2PS at a distorted geometry, from OMol25.

Each line ends with the Mulliken charge.
Element x y z (Å)
1 F -0.163699 1.281396 1.102421  -0.229
2 C 0.006739 0.050021 0.422114  0.294
3 F 1.319245 0.097414 0.243626  -0.199
4 P -1.072075 0.444530 -1.528744  0.042
5 S -0.407568 -1.268839 1.583797  -0.191
6 H -0.371757 1.529782 -1.777949  0.062
7 H -0.083599 -0.368246 -1.995637  0.071
8 H 0.772713 -1.766059 1.950372  0.150

Forces on the atoms, in the same order (eV/Å):
F -0.908 -0.684 -0.349
C -0.627 2.807 -0.205
F 1.117 -0.897 -1.070
P -0.864 -2.720 3.462
S -1.475 -0.364 -0.385
H 1.543 2.231 -0.178
H 0.679 -0.785 -0.895
H 0.535 0.412 -0.381

The largest force on an atom comes out at 4.5 eV/A. The calculation puts the lowest unoccupied orbital energy at -0.117 eV. For the energy relative to the best compared isomer or geometry (same formula, charge and spin), the calculation gives 3.8572 eV. As for the molar mass: 116.07 g mol⁻¹. The HOMO energy comes out at -0.3628 hartree. Its structure (SMILES) is FC(F)(P)S. The calculation puts the orbital gap at 9.76 eV.

The following is a quantum chemistry calculation of a 2-piece molecular cluster, CH3F2PS2 overall at a distorted geometry, from OMol25.

Each line ends with the Mulliken charge.
Element x y z (Å)
1 F -1.509298 -2.507932 -1.493402  -0.228
2 P -0.426047 -1.570433 -0.861557  0.571
3 F -1.164810 -1.302038 0.565599  -0.215
4 S 0.943844 -3.244816 -0.481304  -0.322
5 H 1.711764 -2.539740 0.454485  0.171
6 C 0.135619 2.927499 0.552749  -0.347
7 S -0.119571 1.782296 -0.567824  -0.153
8 H 0.404340 3.868028 0.161883  0.298
9 H 0.024158 2.587137 1.669372  0.226

Forces on the atoms, in the same order (eV/Å):
F -0.593 -0.352 -0.320
P 0.464 -0.017 1.121
F 0.674 -0.537 -0.956
S 0.121 1.265 1.100
H -0.702 -0.581 -0.979
C -0.724 -3.117 1.133
S 0.071 0.557 0.506
H 0.316 1.376 0.490
H 0.372 1.406 -2.096

The largest force on an atom comes out at 3.4 eV/A. The calculation puts the lowest unoccupied orbital energy at -0.653 eV. For the energy relative to the best compared isomer or geometry (same formula, charge and spin), the calculation gives 1.9967 eV. As for the molar mass: 148.14 g mol⁻¹. The HOMO energy comes out at -0.3291 hartree. Its structure (SMILES) is FP(F)S.C=S. The calculation puts the orbital gap at 8.30 eV.

The following is a quantum chemistry calculation of a 2-piece molecular cluster, CH3F2PS2 overall at a distorted geometry, from OMol25.

Each line ends with the Mulliken charge.
Element x y z (Å)
1 F 2.525195 -0.619485 -0.940558  -0.228
2 P 1.219280 0.195284 -0.488565  0.626
3 F 1.223956 -0.343529 1.080098  -0.235
4 S 2.393020 2.113723 -0.188994  -0.358
5 H 2.018632 2.425673 1.134567  0.167
6 C -2.417645 -0.841539 -0.132640  -0.297
7 S -1.315236 -1.979558 -0.424284  -0.181
8 H -2.502277 0.031715 -0.839766  0.275
9 H -3.144924 -0.982285 0.800140  0.230

Forces on the atoms, in the same order (eV/Å):
F -0.775 0.161 -0.082
P 1.900 0.395 2.038
F -0.210 0.707 -1.737
S -1.019 -0.531 1.182
H 0.216 -0.570 -1.454
C -0.950 -0.348 0.975
S -0.431 0.219 0.194
H -0.195 -0.749 1.107
H 1.463 0.718 -2.223

The largest force on an atom comes out at 2.8 eV/A. The calculation puts the lowest unoccupied orbital energy at -0.808 eV. For the energy relative to the best compared isomer or geometry (same formula, charge and spin), the calculation gives 2.1682 eV. As for the molar mass: 148.14 g mol⁻¹. The HOMO energy comes out at -0.3327 hartree. Its structure (SMILES) is FP(F)S.C=S. The calculation puts the orbital gap at 8.25 eV.

The following is a quantum chemistry calculation of a 3-piece molecular cluster, CH3F3N2O overall at a distorted geometry, from OMol25.

Each line ends with the Mulliken charge.
Element x y z (Å)
1 F 0.704016 0.176228 -2.416792  -0.158
2 N -0.448544 0.525979 -1.673417  0.217
3 N -1.328430 -0.169024 -1.476674  0.099
4 F -1.416785 -1.556070 -1.821447  -0.172
5 C 0.182015 -0.685725 1.947111  -0.208
6 O 0.128828 -0.045000 0.919937  -0.430
7 H -0.056782 -1.716589 1.704575  0.268
8 H 0.507981 -0.156042 2.766231  0.322
9 F 1.042431 2.276265 -0.061072  -0.450
10 H 0.685270 1.349978 0.111548  0.511

Forces on the atoms, in the same order (eV/Å):
F -0.739 -0.875 0.372
N 4.324 3.508 -1.840
N -4.967 -3.573 1.536
F 1.121 0.840 -0.493
C -0.478 -0.365 -3.999
O 0.042 0.561 -0.417
H -0.028 -0.768 1.653
H 0.593 0.368 2.819
F -0.865 -2.556 0.424
H 0.998 2.859 -0.056

The largest force on an atom comes out at 6.3 eV/A. The calculation puts the lowest unoccupied orbital energy at -0.267 eV. For the energy relative to the best compared isomer or geometry (same formula, charge and spin), the calculation gives 3.5056 eV. As for the molar mass: 116.04 g mol⁻¹. The HOMO energy comes out at -0.4183 hartree. Its structure (SMILES) is F/N=N\F.C=O.F. The calculation puts the orbital gap at 11.11 eV.

The following is a quantum chemistry calculation of a 2-piece molecular cluster, CH3F6N4 overall at a distorted geometry, from OMol25.

Each line ends with the Mulliken charge.
Element x y z (Å)
1 C -0.470594 -0.215599 0.638612  0.689
2 N 1.625904 0.467176 -1.393434  -0.004
3 N -0.663259 0.969695 0.014445  0.373
4 N -1.324425 -1.185630 0.352022  0.255
5 N 0.469878 -0.373852 1.515391  -0.404
6 F 1.126046 1.666392 -1.762248  -0.106
7 F 0.529940 -0.439950 -1.714844  -0.192
8 F -0.358792 2.072570 0.783610  -0.192
9 F -1.716911 1.214746 -0.700475  -0.136
10 F -0.913673 -2.421890 0.794537  -0.159
11 F -1.877737 -1.311326 -0.810338  -0.075
12 H 0.479238 -1.227266 2.196152  0.353
13 H 2.371034 0.317234 -2.013821  0.287
14 H 0.723350 0.467704 2.100390  0.312

Forces on the atoms, in the same order (eV/Å):
C -0.527 1.301 -0.406
N -2.369 -0.242 2.614
N 2.092 1.135 1.110
N -0.729 -2.312 1.768
N 1.040 -0.432 4.338
F 0.062 0.462 -0.522
F 1.869 0.501 -0.632
F -0.359 -0.932 -0.411
F -1.234 0.037 -0.284
F -0.110 0.759 -0.554
F -0.340 -0.124 -1.399
H -0.167 1.634 -2.255
H 0.893 -0.906 -2.047
H -0.119 -0.880 -1.321

The largest force on an atom comes out at 4.5 eV/A. The calculation puts the lowest unoccupied orbital energy at -5.054 eV. For the energy relative to the best compared isomer or geometry (same formula, charge and spin), the calculation gives 0.0000 eV. As for the molar mass: 185.05 g mol⁻¹. The HOMO energy comes out at -0.5676 hartree. The calculation puts the orbital gap at 10.39 eV. As for the net charge: +1.

The following is a quantum chemistry calculation of one molecule with the formula CH3FN2O at a distorted geometry, from OMol25.

Each line ends with the Mulliken charge.
Element x y z (Å)
1 N 0.307503 -1.440121 0.014430  -0.559
2 C -0.440142 0.147981 -0.465997  0.547
3 O -1.173309 0.254649 -1.379366  -0.432
4 N -0.042014 1.017221 0.404450  -0.029
5 F -0.915618 2.162684 0.443078  -0.187
6 H 0.668018 -1.902161 -0.854720  0.237
7 H 1.014873 -1.153148 0.684412  0.201
8 H 0.580689 0.912895 1.153714  0.223

Forces on the atoms, in the same order (eV/Å):
N -1.922 3.320 -1.580
C 1.303 -5.545 -0.675
O -0.342 -0.159 -0.272
N -1.540 3.127 0.090
F 1.703 -1.361 0.425
H -0.077 0.991 1.188
H 0.467 -0.547 -0.427
H 0.408 0.174 1.251

The largest force on an atom comes out at 5.7 eV/A. The calculation puts the lowest unoccupied orbital energy at 0.444 eV. For the energy relative to the best compared isomer or geometry (same formula, charge and spin), the calculation gives 2.8881 eV. As for the molar mass: 78.05 g mol⁻¹. The HOMO energy comes out at -0.3758 hartree. Its structure (SMILES) is NC(=O)NF. The calculation puts the orbital gap at 10.67 eV.